Entry 1:
Below is C18H16N8S3SbSe3TeTi as an isolated structure in a non-equilibrium geometry, with properties calculated with wB97M-V/def2-TZVPD.

**Net charge**: -2
**Lowest unoccupied orbital energy (spin up / spin down)**: 3.905 / 3.486 eV
**ΔE to the lowest compared entry with this formula, charge and spin**: 25.5 kcal per mole
**HOMO energy (spin up / spin down)**: -0.9 / -0.9 eV
**Orbital gap (spin up / spin down)**: 4.8 / 4.4 eV
**⟨S²⟩**: 0.758
**Multiplicity**: 2

```
51
Properties=species:S:1:pos:R:3:forces:R:3
Ti -0.55970 0.36625 -1.10406 0.2598 0.9647 -0.9095
N -2.65331 2.97054 1.74430 -0.0107 0.0366 -0.0040
C -2.29591 1.93518 0.95878 0.0548 -0.0279 0.0378
N -1.12103 1.79754 0.45383 -0.0278 -0.2317 -0.0453
C -0.11979 2.76621 0.72172 -0.0110 -0.0421 -0.0199
N 1.04679 2.57473 0.21374 0.0126 -0.0164 0.1204
N 1.10370 1.45330 -0.51618 0.0273 -0.2710 -0.0917
C 2.33867 1.08361 -1.02483 -0.3260 0.1933 0.1728
C 2.27975 -0.04256 -1.77379 -0.0694 -0.2809 -0.1657
C 3.38881 -0.72915 -2.38857 -0.0516 0.1467 0.0375
C 3.17495 -1.79367 -3.18539 -0.1012 -0.0963 -0.0544
C 1.82930 -2.23936 -3.43545 0.1446 -0.0018 -0.0182
C 0.81013 -1.61768 -2.80284 -0.0403 0.0792 0.1379
N 0.98557 -0.57950 -1.91969 0.2878 -0.2309 -0.0820
C -0.45488 3.90814 1.55495 -0.0241 -0.0084 0.0622
C 0.44902 4.91877 1.87801 0.0274 -0.0095 -0.0238
C 0.07261 5.97454 2.69065 -0.0110 0.0061 0.0086
C -1.21893 6.04214 3.20102 0.0126 -0.0123 -0.0135
C -2.13229 5.04570 2.89169 -0.0277 0.0119 0.0120
C -1.74985 3.99232 2.07659 -0.0120 -0.0372 -0.0061
H -3.57815 2.97757 2.13544 0.0044 -0.0015 0.0220
H -3.04881 1.18882 0.73460 -0.0223 0.0093 0.0015
H 3.22577 1.66571 -0.82264 0.0031 -0.0310 0.1220
H 4.38748 -0.35800 -2.19048 -0.0002 0.0023 -0.0084
H 4.00997 -2.31068 -3.64481 -0.0006 0.0033 0.0015
H 1.62086 -3.05165 -4.11660 0.0018 0.0009 0.0011
H -0.21854 -1.91606 -2.96898 -0.0016 -0.0096 -0.0021
H 1.45083 4.84564 1.47693 -0.0016 0.0015 0.0020
H 0.79009 6.74845 2.93284 0.0018 -0.0028 -0.0024
H -1.51455 6.86442 3.83986 -0.0016 -0.0014 -0.0001
H -3.14268 5.08021 3.28407 0.0043 -0.0001 -0.0004
S -2.40144 -0.72477 -5.14739 0.0097 -0.0478 -0.0508
Sb -2.96912 0.62584 -3.40444 -0.0210 0.0386 0.0321
S -2.58476 -0.73115 -1.34176 -0.0196 -0.2252 0.4107
S -0.91884 1.86075 -2.78191 0.0312 0.0405 0.0067
Se -1.73060 -1.14185 2.29081 0.0269 0.0671 0.1709
Se -1.79064 -2.83434 3.74947 -0.1348 -0.0926 -0.0277
Te 1.62729 -1.85642 3.92698 0.1361 -0.0119 0.0633
Se 0.54431 -0.34534 2.37606 -0.0719 0.0450 0.0732
N -1.42470 -6.05257 -0.43959 -0.0206 0.0070 -0.0181
C -0.44072 -5.09073 -0.22047 0.0321 -0.0185 0.0281
C -0.75516 -3.72470 -0.24558 -0.0372 0.0036 0.1071
N 0.16109 -2.80669 -0.03653 -0.0658 0.0123 -0.1022
C 1.41187 -3.22033 0.17144 0.0268 0.0014 0.0159
C 1.71835 -4.56486 0.17175 0.0143 0.0359 0.0167
N 0.79699 -5.51347 -0.01723 -0.0211 -0.0117 -0.0070
H -2.35014 -5.75275 -0.17475 -0.0018 0.0011 0.0121
H -1.17735 -6.94487 -0.04046 0.0140 -0.0008 0.0027
H -1.77144 -3.38299 -0.42048 0.0047 0.0104 -0.0111
H 2.16384 -2.46080 0.34614 0.0016 0.0058 -0.0149
H 2.73528 -4.89946 0.34323 -0.0049 -0.0031 0.0005
```
Forces are in eV/Å.

Entry 2:
Below is one molecule with the formula C18H16O5 in a non-equilibrium geometry, with properties calculated with wB97M-V/def2-TZVPD.

**SMILES**: CCOC(=O)c1c(COc2ccccc2)oc2ccc(O)cc12
**Net charge**: 0
**Lowest unoccupied orbital energy**: 0.588 eV
**ΔE to the lowest compared entry with this formula, charge and spin**: 0.0 kcal per mole
**HOMO energy**: -8.5 eV
**Orbital gap**: 9.1 eV
**Multiplicity**: 1

```
39
Properties=species:S:1:pos:R:3:forces:R:3
C -1.88201 -4.48576 -0.26369 0.2074 0.3498 -0.0887
C -0.90540 -3.62724 -1.05555 0.1007 -0.6121 0.0240
O -1.01266 -2.25005 -0.69964 -0.1590 0.3652 -0.0432
C -0.32909 -1.85636 0.38696 0.1763 -0.0596 0.2117
O 0.35680 -2.59139 1.05250 0.0131 -0.0361 -0.0266
C -0.53954 -0.43261 0.66837 0.2930 0.4695 0.4507
C 0.24527 0.34158 1.48422 -0.1817 -0.8504 -0.4624
C 1.53730 0.01766 2.16726 -0.0879 0.1605 0.2615
O 2.49883 -0.52553 1.29442 0.1749 -0.0332 -0.1876
C 2.93111 0.20918 0.22730 0.1663 0.0303 -0.1806
C 3.75587 -0.47226 -0.66846 -0.1383 -0.0459 0.1950
C 4.26351 0.17147 -1.77728 -0.0163 -0.0232 0.0311
C 3.95674 1.50284 -2.01410 0.0137 0.1469 -0.0979
C 3.14348 2.18006 -1.12573 0.0835 0.0024 -0.1278
C 2.62932 1.54532 -0.00612 -0.1398 -0.0882 0.3072
O -0.23528 1.59661 1.59959 0.3064 0.1669 0.2955
C -1.36858 1.65925 0.85001 -0.7065 -0.5602 -0.7117
C -2.20819 2.74796 0.67564 0.2980 -0.1328 0.1683
C -3.30325 2.57520 -0.14142 -0.1675 -0.1414 -0.1704
C -3.55920 1.34670 -0.77010 0.3666 -0.1222 0.2258
O -4.66469 1.27699 -1.55864 -0.2780 -0.0054 -0.1950
C -2.72081 0.26025 -0.59099 -0.1307 0.1549 -0.0386
C -1.60939 0.42088 0.22917 0.1206 0.6069 0.2395
H -1.63704 -4.44252 0.79461 -0.0038 -0.0464 0.0675
H -2.90048 -4.13114 -0.40527 -0.1004 -0.0166 -0.0221
H -1.81530 -5.51688 -0.59858 -0.0181 -0.1292 -0.0261
H -1.12449 -3.66269 -2.12508 0.0674 0.0309 0.1312
H 0.12149 -3.96068 -0.87380 -0.1570 0.0651 -0.1262
H 1.37520 -0.77344 2.90638 -0.0051 0.2156 -0.0869
H 1.91112 0.92014 2.67028 -0.0560 -0.1172 -0.0444
H 3.97938 -1.50753 -0.46557 0.0309 -0.1380 0.0154
H 4.90030 -0.36770 -2.46297 0.0498 -0.0562 -0.0439
H 4.35057 2.00635 -2.88388 0.0300 0.0424 -0.0690
H 2.90039 3.21849 -1.29796 -0.0203 0.0732 -0.0074
H 2.00544 2.10675 0.67068 -0.0680 0.0218 0.0757
H -2.00834 3.68924 1.16045 0.0013 0.1378 0.0522
H -3.99328 3.38366 -0.31950 -0.0670 0.1252 -0.0047
H -4.73744 0.39472 -1.94244 0.0428 0.1247 0.0755
H -2.91084 -0.68546 -1.07513 -0.0409 -0.0757 -0.0665
```
Forces are in eV/Å.

Entry 3:
Below is C18H17AlN9O as an isolated structure, with properties calculated with wB97M-V/def2-TZVPD.

**Net charge**: +1
**Lowest unoccupied orbital energy**: -2.638 eV
**ΔE to the lowest compared entry with this formula, charge and spin**: 0.0 kcal per mole
**HOMO energy**: -11.4 eV
**Orbital gap**: 8.7 eV
**Multiplicity**: 1

```
46
Properties=species:S:1:pos:R:3:forces:R:3
Al -0.28599 -0.94661 -0.34871 -0.1707 -0.2514 -0.4154
N 0.06798 -4.29060 1.51655 0.0065 -0.0489 0.0258
C -0.25487 -3.34314 0.67397 -0.0058 0.1160 -0.0679
O 0.51220 -2.33089 0.54431 0.1099 -0.1398 0.1361
C -1.49175 -3.42070 -0.17951 -0.0184 0.0922 -0.0488
C -1.92380 -2.00204 -0.61812 0.0232 -0.0280 0.2092
H 0.90424 -4.21035 2.07676 0.0070 0.0164 -0.0050
H -0.53472 -5.08514 1.65835 -0.0098 0.0026 -0.0085
H -2.26876 -3.98566 0.33606 -0.0034 -0.0199 0.0156
H -1.19655 -4.01296 -1.05276 -0.0110 -0.0317 0.0196
H -2.70319 -1.64556 0.06015 0.0051 0.0210 0.0133
H -2.38048 -2.03780 -1.60426 0.0725 0.0368 -0.0611
N -0.33477 0.50815 0.73809 0.0143 -0.1357 -0.1160
C -0.71084 0.92002 1.77248 -0.0104 0.4122 0.2623
C -1.18152 1.31064 2.97685 -0.2110 -0.2630 0.2458
C -0.99511 2.61003 3.52593 0.0814 0.0080 -0.1363
N -0.84313 3.66121 3.96732 -0.0045 -0.0691 -0.0510
C -1.86946 0.26601 3.67640 0.1011 0.0354 -0.0454
N -2.38055 -0.64290 4.16629 0.0231 0.0992 -0.0689
C -0.18236 1.52393 -2.67015 0.0033 -0.0825 -0.0157
C 0.73834 0.35584 -2.74960 0.0478 -0.0683 0.0284
N 0.82936 -0.64232 -1.86516 -0.0309 0.1944 0.0542
C 1.78996 -1.52733 -2.33845 -0.0387 -0.0007 0.0632
C 2.26524 -1.05985 -3.51047 0.0029 0.0075 -0.0032
N 1.59623 0.12515 -3.75015 0.0954 0.0976 -0.1083
C 1.82427 0.99078 -4.92573 0.0053 -0.0416 -0.0123
N 3.19771 1.02236 -5.27339 -0.1215 -0.0606 0.0316
N 3.66854 0.14081 -6.21233 0.1474 0.0946 0.0846
N 4.93657 0.20151 -6.23677 -0.1012 0.0164 0.0858
C 5.36032 1.11368 -5.28142 0.0249 -0.0129 -0.0668
C 6.64723 1.52065 -4.92468 0.0504 0.0157 -0.0071
C 6.75174 2.44775 -3.91276 0.0469 -0.0498 -0.0508
C 5.61175 2.96640 -3.26689 -0.0404 -0.0013 -0.0029
C 4.33573 2.57848 -3.61487 0.0015 0.0282 0.0339
C 4.24262 1.63932 -4.64240 0.0237 -0.0355 -0.0442
H -0.71437 1.52519 -1.72119 -0.0019 0.0103 0.0070
H -0.91587 1.49385 -3.47700 -0.0058 -0.0026 0.0108
H 0.36146 2.46606 -2.74309 0.0314 -0.0124 0.0277
H 2.07661 -2.40759 -1.78982 -0.0450 0.0094 -0.0060
H 3.00975 -1.44944 -4.18449 -0.0203 0.0627 0.0024
H 1.46725 1.98936 -4.68563 -0.0226 0.0054 0.0229
H 1.27319 0.59751 -5.77562 -0.0270 -0.0292 -0.0479
H 7.51466 1.11979 -5.43156 -0.0141 0.0125 0.0213
H 7.72974 2.79142 -3.60409 -0.0229 0.0041 0.0059
H 5.74598 3.69461 -2.47768 -0.0090 -0.0091 -0.0124
H 3.46570 2.99105 -3.11920 0.0214 -0.0045 -0.0054
```
Forces are in eV/Å.

Entry 4:
Below is C18H17BBaN12O as an isolated structure, with properties calculated with wB97M-V/def2-TZVPD.

**Net charge**: 0
**Lowest unoccupied orbital energy**: -0.013 eV
**ΔE to the lowest compared entry with this formula, charge and spin**: 1.0 kcal per mole
**HOMO energy**: -8.1 eV
**Orbital gap**: 8.1 eV
**Multiplicity**: 1

```
50
Properties=species:S:1:pos:R:3:forces:R:3
Ba -0.41803 0.67509 -1.56723 -0.1239 -0.1039 -0.0785
C -3.08595 -1.41445 2.06612 -0.0377 0.0025 -0.0258
C -2.33753 -1.40729 0.88485 0.0167 0.0195 0.0599
N -2.04027 -0.16440 0.51833 -0.0603 -0.0978 -0.0447
N -2.59365 0.64686 1.44121 0.0080 0.0067 -0.0135
C -3.22488 -0.07822 2.37966 0.0270 -0.0061 0.0042
B -2.39794 2.17536 1.41143 0.0279 -0.0062 0.0093
N -0.89447 2.50496 1.58905 0.0069 0.0173 0.0101
C -0.34607 3.22376 2.58274 0.0451 -0.0506 -0.0333
C 1.02403 3.23457 2.41469 0.0099 0.0387 -0.0036
C 1.22957 2.48420 1.25385 -0.0641 -0.0190 0.0540
N 0.07022 2.04086 0.76744 0.0900 0.0257 -0.0217
N -2.96377 2.77777 0.10325 0.0273 -0.0087 -0.0187
C -3.99405 3.63475 0.01563 0.0056 0.0302 0.0473
C -4.21980 3.92340 -1.31299 -0.0105 -0.0231 -0.0187
C -3.25399 3.17058 -1.98424 0.0109 0.0381 -0.0218
N -2.49948 2.48397 -1.13020 -0.0004 0.0035 0.0023
H -3.46846 -2.26120 2.60725 -0.0143 -0.0083 0.0001
H -1.99524 -2.24087 0.29158 0.0082 -0.0071 -0.0067
H -3.72112 0.40759 3.20239 -0.0048 0.0069 0.0118
H -2.99834 2.66436 2.33029 0.0035 -0.0220 0.0040
H -0.96776 3.67034 3.33956 -0.0116 0.0059 0.0115
H 1.76005 3.71538 3.03364 0.0084 0.0145 -0.0004
H 2.15389 2.24719 0.74747 0.0033 0.0067 0.0075
H -4.49115 3.97966 0.90601 -0.0028 0.0053 0.0108
H -4.96587 4.57567 -1.72949 -0.0100 0.0049 -0.0070
H -3.07240 3.10405 -3.04644 0.0040 -0.0022 -0.0049
N 2.22518 1.29523 -2.25889 -0.0010 -0.1840 0.1294
C 2.97608 0.47758 -1.90975 0.1446 0.1073 -0.0217
C 3.87355 -0.50781 -1.49093 -0.0511 0.0995 -0.1235
C 4.37521 -0.48728 -0.17406 -0.0077 0.0184 0.0425
N 4.73749 -0.49199 0.92338 0.0216 0.0167 0.0321
C 4.14491 -1.59620 -2.34676 0.0261 -0.0734 -0.0514
N 4.33510 -2.50235 -3.03852 -0.0312 -0.0128 0.0281
C 1.41426 -4.16603 -2.95461 0.0575 0.0375 0.0497
N 1.49212 -3.45058 -1.68257 -0.0189 0.0165 -0.0978
C 2.38204 -3.79574 -0.71979 0.0831 -0.0965 0.0191
C 2.51829 -3.09010 0.42128 -0.0480 0.0016 0.0391
C 1.69754 -1.93377 0.55927 0.0288 0.0554 -0.0597
N 0.86236 -1.57069 -0.40430 -0.1815 -0.0576 0.0156
C 0.73854 -2.30430 -1.53706 0.0613 0.1593 0.1408
O -0.01983 -1.93387 -2.44872 -0.0324 0.0107 -0.0288
N 1.73874 -1.17321 1.66447 -0.0121 0.0183 -0.0729
H 2.08556 -5.01858 -2.91109 -0.0140 -0.0157 0.0184
H 1.73412 -3.50849 -3.75861 -0.0160 0.0066 -0.0239
H 0.39246 -4.49386 -3.12976 0.0035 0.0087 -0.0163
H 2.98022 -4.67140 -0.92850 -0.0030 0.0101 -0.0131
H 3.23039 -3.37855 1.17696 0.0128 0.0212 0.0143
H 2.59668 -1.15492 2.19463 -0.0179 -0.0297 0.0105
H 1.20143 -0.31702 1.63806 0.0332 0.0106 0.0360
```
Forces are in eV/Å.

Entry 5:
Below is C18H17I2OS5Sn as an isolated structure in a non-equilibrium geometry, with properties calculated with wB97M-V/def2-TZVPD.

**Net charge**: +1
**Lowest unoccupied orbital energy (spin up / spin down)**: -5.628 / -4.627 eV
**ΔE to the lowest compared entry with this formula, charge and spin**: 0.0 kcal per mole
**HOMO energy (spin up / spin down)**: -11.3 / -10.9 eV
**Orbital gap (spin up / spin down)**: 5.7 / 6.3 eV
**Multiplicity**: 1

```
44
Properties=species:S:1:pos:R:3:forces:R:3
Sn -1.30364 1.17867 -2.60782 0.0509 -0.2302 0.3509
C 1.96217 1.62730 -2.06727 -0.6638 0.1304 -0.2246
C 1.49056 2.88150 -2.17646 0.2503 0.3930 0.2956
C 1.88403 3.57981 -0.94853 -0.6845 0.9667 0.0547
C 2.52308 2.67884 -0.07901 0.3261 0.1773 -0.6295
C 2.59288 1.48100 -0.78640 0.6803 -0.4677 0.4461
H 1.81941 0.87651 -2.79654 0.1955 -0.8162 -0.5878
H 0.99394 3.29998 -3.03545 -0.0546 0.2548 -0.0042
H 1.63531 4.64937 -0.81668 0.4354 -0.8054 0.2551
H 3.05473 2.90304 0.83822 -0.3640 0.0117 -0.0640
H 3.08186 0.54891 -0.52262 0.0468 0.2258 0.3416
S -6.76757 3.84879 1.53994 1.2228 -0.2432 -1.0183
C -5.50003 3.30650 0.59773 -0.9750 0.8298 2.0757
S -3.82198 3.70240 0.92361 -0.4759 -0.4791 -0.7298
C -3.18415 2.58190 -0.23814 0.6698 0.1123 0.1858
C -4.07483 1.76567 -0.94528 -0.9449 0.3244 0.2995
S -3.74181 0.47499 -1.98382 0.2375 0.1517 -0.1613
S -5.73542 2.14485 -0.61127 -0.0550 -0.6800 -0.7202
S -1.49921 2.49194 -0.41863 0.2518 0.5063 -0.0462
C 1.79983 -4.90447 2.80000 -0.1688 0.3341 0.3800
C 1.39939 -3.66805 2.04394 -0.6029 0.6296 -0.8711
C 1.61243 -2.36076 2.48484 0.2418 -0.7977 0.7127
C 1.12873 -1.26316 1.81076 0.0609 -0.7085 -1.0290
C 1.23047 0.08182 2.41523 -0.1603 -0.1712 0.4630
C 0.52126 -1.46493 0.53749 -0.0842 -0.5620 0.3436
C 0.13308 -0.31995 -0.19780 -0.5592 -1.1049 0.1435
O -0.62926 -0.38456 -1.17588 -0.0100 0.2585 -0.6213
C 0.26483 -2.77150 0.03224 0.5602 -0.0886 1.2894
C -0.50574 -3.06753 -1.20145 -0.2504 -0.3947 0.5860
C 0.70657 -3.82095 0.83191 0.6013 -0.9735 0.0772
H 0.93921 -5.57129 2.88350 0.0355 -0.0143 -0.1369
H 2.10310 -4.68066 3.82826 0.1773 0.0250 -0.2933
H 2.58870 -5.44517 2.27743 0.0710 0.0306 0.0656
H 2.16306 -2.26932 3.41329 -0.1484 0.4026 0.1267
H 1.67484 -0.03233 3.38966 0.2638 0.2843 0.3213
H 0.25841 0.53281 2.54601 -0.4005 0.1258 0.0931
H 1.79984 0.75130 1.81144 0.6221 0.5870 -0.3141
H 0.51557 0.60580 0.15355 0.1356 1.1741 0.1341
H -0.18123 -2.51202 -2.05817 0.3673 0.0002 -0.5333
H -1.53808 -2.76662 -1.03927 -0.2134 -0.0681 -0.0289
H -0.46535 -4.14430 -1.32416 -0.0946 -0.0440 -0.5064
H 0.64019 -4.88381 0.55225 -0.5211 0.6462 -0.4307
I -2.11693 2.95545 -5.77144 -0.0597 0.2123 -0.1117
I -1.45223 5.38223 -4.90923 -0.0131 -0.1454 0.0217
```
Forces are in eV/Å.

- What is the ΔE to the lowest compared entry with this formula, charge and spin in the fourth record?
  1.0 kcal per mole

- The highest multiplicity belongs to which entry?
  C18H16N8S3SbSe3TeTi